DFT (the ωB97M-V functional and the def2-TZVPD basis) results for a cluster of 17 separate species, C56H114Cl2F6N8O14S2 in total in a non-equilibrium geometry.

largest force on an atom = 9.30 eV Å⁻¹
frontier orbital gap = 0.89 eV
total energy = -6006.7720 Eh
total charge = +4

Element x y z (Å)
Cl 13.62832 18.15586 14.90407
Cl 16.45483 12.91158 18.06667
S 11.87651 12.88515 13.38855
S 17.76577 16.67294 18.23458
F 9.88476 12.90993 11.59303
F 18.46593 18.97367 19.13873
F 19.89297 18.28481 17.65427
F 9.41829 13.93954 13.38083
F 17.90292 18.97211 17.04437
F 9.63929 11.75262 13.29046
O 13.29238 15.69856 18.78659
O 17.81218 15.87283 16.97422
O 19.79764 12.08350 14.83356
O 10.51312 16.90254 8.89763
O 18.57422 16.10835 19.29220
O 8.82741 8.24626 22.17144
O 11.31335 8.81415 7.28439
O 9.79813 11.64839 20.45510
O 16.43076 17.06125 18.60888
O 11.73155 12.47885 14.77979
O 15.18455 28.80397 16.20041
O 12.41769 14.22718 13.24415
O 12.33848 11.83183 12.53057
O 17.23737 13.28563 24.54386
N 10.47194 17.48406 9.98620
N 14.31572 15.86999 16.83902
N 17.32835 13.45636 23.38507
N 18.50689 13.65098 15.98243
N 15.29541 27.72792 16.65929
N 8.60792 12.55559 18.70734
N 8.03669 8.75710 22.84711
N 11.60970 8.86494 8.39239
C 10.38588 16.59713 12.27506
C 6.05539 10.19885 24.29544
C 10.15697 12.89186 12.88125
C 12.38452 18.08458 11.50696
C 5.54433 9.17238 23.29550
C 14.57168 26.89036 14.39528
C 13.69073 8.13494 9.81443
C 9.68996 11.92280 19.29719
C 16.78169 28.25576 18.56172
C 9.57782 8.64406 24.75332
C 18.49944 15.52278 24.16343
C 8.31794 18.24257 9.08992
C 19.52022 13.38074 17.03087
C 13.95037 8.73511 7.29668
C 13.37705 9.01868 8.61441
C 16.39773 27.30080 17.76320
C 18.06174 14.73384 22.92657
C 16.19703 24.87904 16.72500
C 9.38169 8.14924 8.95002
C 12.02934 15.70247 10.64374
C 16.60811 12.58042 22.38991
C 13.41393 10.53781 8.85626
C 15.95130 11.40019 23.23870
C 9.26250 18.37114 10.26085
C 6.32945 7.34978 21.78301
C 16.17664 14.73096 21.12557
C 14.46391 14.93280 15.58291
C 19.32104 14.23464 22.13253
C 17.05559 15.48341 22.02840
C 18.61459 18.29135 17.95431
C 11.32631 16.97695 11.14371
C 10.36057 10.27909 9.91374
C 8.91470 10.91414 23.60191
C 18.89604 12.79728 14.76676
C 8.47639 17.92495 11.56618
C 15.55891 13.50818 21.81925
C 13.15276 15.54881 17.58582
C 16.75356 25.94820 17.78567
C 10.60349 8.82299 9.49917
C 7.23303 9.66806 25.07956
C 9.45039 17.72616 12.75879
C 8.42041 9.43760 24.14225
C 12.75429 8.33161 11.00200
C 12.82923 26.97800 16.52208
C 10.69700 11.39163 18.30387
C 9.82706 19.80468 10.44784
C 11.95214 15.30613 16.82662
C 14.99061 25.59418 19.14409
C 14.28851 26.59119 16.06858
C 6.62424 9.81741 21.11396
C 17.94935 13.06384 13.61367
C 17.49510 11.89942 21.25266
C 6.52880 8.83786 22.28431
C 11.28758 8.04390 10.69453
C 15.16123 25.41126 16.06874
C 7.68684 13.32556 19.55022
H 19.14620 13.84043 21.12400
H 12.95590 11.02634 7.98604
H 8.71092 8.84309 8.42988
H 15.61761 10.84438 22.37887
H 10.59596 20.06950 9.76919
H 16.64209 10.81296 23.79460
H 9.77182 21.11421 3.54578
H 4.74675 9.44584 22.66335
H 11.01700 16.27154 13.06029
H 19.72648 12.31480 17.03984
H 7.68341 18.66240 11.75808
H 18.46397 13.66096 12.88175
H 20.45897 13.96003 16.82213
H 16.68496 14.32387 20.25741
H 14.00144 25.34226 18.57104
H 7.45029 9.67258 20.44142
H 9.80852 8.96003 25.77152
H 17.72867 15.82727 24.96432
H 13.64032 7.73785 6.96832
H 8.04733 17.24375 9.03972
H 11.72883 14.23746 16.63110
H 9.04780 20.51685 10.35474
H 8.07374 13.21119 20.52455
H 15.03159 8.76580 7.37642
H 8.74506 7.70296 9.76782
H 8.59537 18.56910 8.11591
H 15.10767 24.92979 15.02371
H 13.76671 15.26232 14.82300
H 16.83116 11.07290 20.96757
H 11.27698 6.93548 10.48231
H 5.72731 9.57876 20.51339
H 10.49149 11.67163 17.25107
H 5.16320 8.20073 23.75468
H 13.65049 9.40135 6.52484
H 19.92802 15.19986 21.87928
H 14.19282 16.79969 16.52011
H 12.24726 26.21900 16.01816
H 6.96668 8.72472 25.65105
H 12.59182 15.22847 11.44387
H 6.16143 11.20684 23.90095
H 13.98447 27.76333 14.37319
H 19.40219 15.02413 24.63152
H 14.74097 8.37031 10.19748
H 19.59246 25.95492 14.89912
H 15.05427 12.91521 21.02512
H 5.16059 10.35414 24.99121
H 13.70095 7.09439 9.45735
H 12.92315 9.37832 11.33812
H 9.60480 7.52746 8.08365
H 6.89201 7.08627 20.94610
H 11.24412 14.92599 10.36430
H 11.13303 15.62333 17.50304
H 7.98799 16.97700 11.32858
H 8.51271 12.54436 17.66857
H 6.56092 6.61075 22.50753
H 6.67365 12.92724 19.50655
H 15.32268 15.29691 20.79902
H 9.31762 7.61125 24.76427
H 16.09966 28.56820 19.33187
H 6.65913 10.79655 21.48621
H 17.79895 12.60478 20.40895
H 9.58679 10.76307 22.77578
H 15.08532 26.63070 19.42754
H 14.07351 26.10035 13.86934
H 13.02037 10.84551 9.82295
H 12.37247 27.89267 16.13918
H 11.03248 10.52022 10.77104
H 7.39902 18.78795 9.25159
H 17.10885 13.56020 14.02938
H 15.10508 15.94074 17.45490
H 16.69970 23.93538 16.27890
H 9.34850 10.34134 10.28950
H 11.91610 18.83298 12.09517
H 11.07347 10.36114 18.47520
H 19.03794 13.77992 17.96861
H 13.02547 18.41644 10.67788
H 13.03186 17.53657 12.25996
H 9.77007 15.79917 11.89057
H 16.45885 16.09621 22.73881
H 14.33783 13.89512 15.83792
H 18.76240 16.52350 23.75284
H 18.34397 11.38729 21.66028
H 15.47506 14.98038 15.13682
H 11.91912 16.02689 16.01826
H 15.55204 27.22469 13.91466
H 14.85896 13.74588 22.58430
H 15.10861 11.72017 23.81016
H 8.90253 17.42013 13.64191
H 24.94086 28.38265 12.26972
H 14.39187 11.06655 8.84724
H 17.59565 12.13054 13.24460
H 10.03193 18.65436 12.95107
H 15.42687 24.74047 19.71099
H 9.47963 11.39066 24.40949
H 13.13955 7.64351 11.81630
H 7.70248 14.38115 19.28229
H 8.11007 11.58330 23.26640
H 7.57529 10.35699 25.90728
H 10.56610 8.61046 24.22977
H 19.94410 13.58124 22.70789
H 12.71604 15.85221 9.74792
H 12.82668 27.06434 17.63704
H 16.81832 29.28854 18.24854
H 10.11029 19.83625 11.49301
H 21.64756 15.74805 8.92364
H 10.66701 8.26621 11.57086
H 5.24529 7.30573 21.59281
H 17.72332 25.72266 18.35773
H 18.43704 14.62024 15.93058
H 10.34748 11.07273 9.15733
H 17.59987 16.14018 21.36962
H 11.60698 11.92583 18.61995
H 17.44804 13.48855 16.52451
H 17.71607 27.97832 19.06124

Atomic partial charges in e from the Löwdin method, atoms 1 to 5: number 1, Cl, carries -0.33; number 2, Cl, carries -0.05; number 3, S, carries 0.46; number 4, S, carries 0.52; number 5, F, carries 0.12


DFT (the ωB97M-V functional and the def2-TZVPD basis) results for the molecule C5H10 in a non-equilibrium geometry.

largest force on an atom = 9.27 eV Å⁻¹
frontier orbital gap = 9.97 eV
SMILES = C/C=C/CC
total energy = -196.4096 Eh
energy relative to the best compared isomer or geometry (same formula, charge and spin) = 62.0 kcal/mol

Element x y z (Å)
C -0.04181 0.16103 -0.23809
C -2.56917 0.23732 -0.00452
C 1.29651 -0.51512 -0.13819
C 2.38457 0.36369 0.16463
C -1.26025 -0.41017 0.15044
H -3.20450 -0.29244 -0.58745
H 1.21828 -1.26216 0.64205
H 3.37890 -0.29536 0.11658
H -2.41086 1.36073 -0.35501
H -2.94407 0.38952 1.23168
H 2.25073 0.90029 1.18239
H 2.55456 1.24927 -0.44074
H -0.01792 1.21628 -0.56315
H 1.59384 -0.93722 -1.10356
H -1.27809 -1.34944 0.27163

Atomic partial charges in e from the natural (NBO) method, atoms 1 to 5: number 1, C, carries -0.17; number 2, C, carries -0.60; number 3, C, carries -0.47; number 4, C, carries -0.59; number 5, C, carries -0.18


DFT (the ωB97M-V functional and the def2-TZVPD basis) results for a cluster of 2 separate species, H4O2 in total in a non-equilibrium geometry.

largest force on an atom = 1.19 eV Å⁻¹
frontier orbital gap = 11.63 eV
SMILES = O.O
total energy = -152.8725 Eh
energy relative to the best compared isomer or geometry (same formula, charge and spin) = 1.5 kcal/mol

Element x y z (Å)
O 0.36203 0.50847 1.08074
O -0.62871 -0.33500 -1.43162
H -0.34005 0.65833 1.70198
H -0.23312 -0.06000 -0.57286
H 0.09617 -0.41412 -2.03239
H 0.74368 -0.35767 1.25414

Atomic partial charges in e from the natural (NBO) method, atoms 1 to 5: number 1, O, carries -0.94; number 2, O, carries -0.97; number 3, H, carries 0.48; number 4, H, carries 0.48; number 5, H, carries 0.46


DFT (the ωB97M-V functional and the def2-TZVPD basis) results for a cluster of 6 separate species, C14H33FN6O14S in total in a non-equilibrium geometry.

largest force on an atom = 1.01 eV Å⁻¹
frontier orbital gap = 10.06 eV
SMILES = CC[C@@H](C)N(CCCOC(C)=O)S(=O)(=O)F.C[N+](=O)[O-].C[N+](=O)[O-].C[N+](=O)[O-].C[N+](=O)[O-].C[N+](=O)[O-]
total energy = -2432.7056 Eh

Element x y z (Å)
S 0.47672 -1.55983 -2.56814
F 1.53029 -2.68245 -2.31765
O 0.16561 1.06746 6.51748
O 5.27122 0.58639 -2.60980
O 6.95678 1.62167 -1.75619
O -3.87914 -0.60229 -0.82844
O -5.01916 -4.51341 2.06492
O -0.76079 -2.22221 -2.80001
O -2.92891 2.93040 -5.59182
O 1.02684 -0.72997 -3.58491
O 0.26471 0.35876 4.48597
O -3.12568 2.65180 -3.46473
O -6.08151 -4.15970 3.90580
O -4.27932 0.19498 1.23743
O 2.87405 -0.17774 2.86576
O 4.56653 -1.38442 3.42248
N 0.42386 -0.86721 -1.09455
N -2.91340 2.24835 -4.59285
N 3.43903 -0.97015 3.59126
N 6.27040 1.27252 -2.69128
N -5.62892 -3.80302 2.83924
N 0.23031 1.24034 5.31808
C 1.54129 0.06150 -0.72561
C -4.09242 1.74368 -0.59994
C 6.67062 1.71204 -4.05651
C 0.28686 2.64922 4.84042
C -3.04074 -1.70095 -0.43043
C 2.93807 -0.52647 -0.94544
C 1.41915 1.45542 -1.34367
C 3.94413 0.10607 0.04611
C -0.92372 -0.33879 -0.78739
C -1.72678 -1.24644 0.17013
C -2.60448 0.79910 -4.76386
C -4.10808 0.39259 0.06247
C 2.68626 -1.46578 4.77847
C -5.82097 -2.38549 2.43123
H -2.82930 -2.23048 -1.35729
H -4.83932 -1.94432 2.29160
H -1.51392 -0.20945 -1.69398
H 0.34965 2.63650 3.75918
H 3.43302 0.90356 0.58323
H 7.56972 2.30996 -3.97065
H 3.25228 -0.47013 -1.98452
H -6.36732 -2.38970 1.49291
H -3.55750 -2.40415 0.22552
H 1.16508 3.10529 5.28696
H -6.37307 -1.87455 3.21054
H 2.87297 -1.58490 -0.68818
H -0.80416 0.63455 -0.32136
H 4.28984 -0.62025 0.77325
H -1.85765 -0.76291 1.13842
H 4.80592 0.49779 -0.48560
H 5.84410 2.28530 -4.46502
H -3.35826 0.38648 -5.42730
H -5.04716 2.24794 -0.46551
H -0.61596 3.14316 5.18635
H 6.83875 0.81584 -4.64564
H 1.78684 -1.95632 4.42243
H -2.62973 0.32408 -3.78991
H 2.42959 -0.60642 5.38677
H 1.27446 1.41658 -2.42224
H -1.14882 -2.15142 0.36940
H -3.88737 1.61310 -1.65900
H -1.61921 0.72855 -5.21520
H 2.35830 1.98128 -1.16372
H 3.33478 -2.14865 5.31425
H 1.45104 0.16913 0.35843
H -3.28668 2.33802 -0.17113
H 0.63036 2.06057 -0.89697

Atomic partial charges in e from the natural (NBO) method, atoms 1 to 5: number 1, S, carries 2.55; number 2, F, carries -0.47; number 3, O, carries -0.38; number 4, O, carries -0.38; number 5, O, carries -0.36


> The lowest total energy belongs to which entry?

C56H114Cl2F6N8O14S2


> Look up the frontier orbital gap of the fourth one.

10.06 eV